Density functional theory data (wB97M-V/def2-TZVPD) for 4 unconnected molecules or ions with the total composition C32H55BrN4O2.

The geometry in XYZ format:
```
94
Properties=species:S:1:pos:R:3:lowdin_charge:R:1
C 2.12 -1.90 1.44 0.0680
C 2.01 -3.24 1.23 -0.0898
C 2.08 -3.75 -0.14 -0.1088
C 1.33 -4.77 -0.61 -0.1456
C 0.36 -5.58 0.18 -0.0119
C 1.51 -5.11 -2.05 -0.3860
O 1.50 -6.24 -2.46 0.1138
C 1.74 -3.93 -2.96 -0.5295
Br 0.96 -4.00 -4.66 0.8578
C 2.49 -2.92 -2.52 -0.1358
C 2.82 -1.68 -3.25 -0.1811
C 1.82 -0.83 -3.74 -0.0401
C 2.19 0.34 -4.38 -0.0508
C 3.55 0.62 -4.50 -0.1447
N 4.52 -0.18 -4.06 0.0755
C 4.15 -1.29 -3.44 -0.0784
C 3.01 -3.07 -1.11 -0.2782
O 4.10 -2.68 -0.79 0.1398
H 2.96 -1.39 0.96 0.0678
H 1.41 -1.33 2.03 0.0557
H 1.91 -3.92 2.06 0.1116
H 0.58 -6.65 0.05 0.0914
H -0.65 -5.43 -0.18 0.0964
H 0.42 -5.37 1.24 0.0681
H 0.78 -1.09 -3.60 0.1100
H 1.45 1.02 -4.77 0.0995
H 3.85 1.54 -4.99 0.1009
H 4.93 -1.93 -3.07 0.1180
C 2.07 5.02 -5.57 -0.0876
C 1.70 4.61 -6.99 -0.2759
N 0.58 3.68 -7.03 -0.2041
C 0.40 3.06 -8.33 -0.2532
C 0.02 3.95 -9.52 -0.0851
C -0.63 4.12 -6.37 -0.2514
C -1.27 5.44 -6.82 -0.0812
H 2.25 4.14 -4.95 0.0693
H 2.98 5.61 -5.59 0.0740
H 1.30 5.62 -5.10 0.0654
H 2.56 4.11 -7.44 0.1169
H 1.52 5.52 -7.58 0.1018
H -0.35 2.27 -8.23 0.1104
H 1.34 2.54 -8.58 0.1087
H -1.01 4.28 -9.48 0.0549
H 0.14 3.39 -10.45 0.0704
H 0.66 4.83 -9.59 0.0663
H -0.42 4.20 -5.30 0.0992
H -1.37 3.32 -6.45 0.1132
H -0.53 6.23 -6.94 0.0667
H -1.99 5.77 -6.08 0.0716
H -1.81 5.34 -7.76 0.0545
C 3.08 0.64 5.27 -0.0901
C 2.00 1.44 4.57 -0.2789
N 0.66 0.97 4.86 -0.1978
C -0.35 1.52 3.97 -0.2519
C -0.61 3.03 4.03 -0.0804
C 0.30 0.90 6.26 -0.2434
C 0.38 2.18 7.09 -0.0785
H 2.96 -0.43 5.06 0.0764
H 4.06 0.95 4.92 0.0734
H 3.06 0.78 6.36 0.0649
H 2.15 1.35 3.49 0.1135
H 2.14 2.51 4.81 0.1024
H -1.29 0.99 4.15 0.0965
H -0.07 1.27 2.95 0.1055
H -1.16 3.32 4.93 0.0560
H -1.22 3.34 3.18 0.0713
H 0.31 3.61 4.00 0.0673
H 0.94 0.15 6.74 0.1018
H -0.71 0.48 6.33 0.1017
H 1.31 2.73 6.91 0.0672
H 0.36 1.93 8.16 0.0719
H -0.46 2.85 6.90 0.0543
C -3.80 -0.75 5.80 -0.0889
C -4.33 -2.12 5.43 -0.2725
N -4.56 -2.27 4.00 -0.2001
C -5.32 -3.46 3.66 -0.2515
C -4.70 -4.83 3.95 -0.0859
C -3.41 -1.98 3.15 -0.2433
C -2.12 -2.77 3.37 -0.0752
H -4.45 0.04 5.42 0.0832
H -3.75 -0.65 6.88 0.0752
H -2.79 -0.59 5.41 0.0395
H -5.28 -2.28 5.94 0.1178
H -3.64 -2.89 5.83 0.1026
H -5.58 -3.40 2.59 0.1108
H -6.27 -3.40 4.19 0.1091
H -3.90 -5.07 3.25 0.0535
H -5.46 -5.60 3.84 0.0698
H -4.30 -4.89 4.96 0.0657
H -3.18 -0.91 3.26 0.0936
H -3.73 -2.09 2.11 0.1148
H -1.86 -2.84 4.43 0.0685
H -1.29 -2.26 2.87 0.0613
H -2.17 -3.78 2.97 0.0509
```

Summary:
E = -114170.2416 eV
HOMO energy = -8.260 eV
SMILES = C=CC1=C(C)C(=O)C(Br)=C(c2cccnc2)C1=O.CCN(CC)CC.CCN(CC)CC.CCN(CC)CC
M = 607.72 g/mol